# 1
Density functional theory data (ωB97M-V/def2-TZVPD) for C40H37AsIrN5O2SSe as an isolated structure.

Its expectation value of S² is 6.027. The value obtained for the energy above the lowest of the compared OMol25 structures with the same formula, charge and spin is 0.0841 eV. Its highest occupied orbital energy (alpha / beta) is -12.43 / -12.92 eV. As for the multiplicity: 5. The gap between HOMO and LUMO (alpha / beta) is 7.25 / 5.61 eV. The total charge is +2.

Structure (XYZ):
```
88
C40H37AsIrN5O2SSe, DFT ωB97M-V/def2-TZVPD
Ir 0.10 0.08 -0.12
O 1.39 2.38 0.80
N 1.83 3.61 0.67
C 2.21 4.29 1.77
C 2.72 5.57 1.66
C 2.83 6.16 0.42
C 2.42 5.45 -0.70
C 1.93 4.17 -0.55
H 2.10 3.74 2.69
H 3.02 6.09 2.56
H 3.22 7.17 0.32
H 2.49 5.87 -1.69
H 1.60 3.54 -1.36
N -4.59 -4.04 3.64
C -4.71 -3.24 2.56
O -5.77 -2.92 2.05
C -3.44 -2.67 1.99
C -3.39 -2.49 0.61
C -2.31 -1.83 0.06
N -1.32 -1.33 0.81
C -1.36 -1.52 2.14
C -2.39 -2.20 2.76
H -5.43 -4.45 4.02
H -3.71 -4.41 3.94
H -4.20 -2.84 -0.01
H -2.22 -1.68 -1.01
H -0.54 -1.08 2.71
H -2.38 -2.30 3.84
C -2.43 1.86 -3.13
N -3.25 1.43 -2.01
C -4.52 0.91 -2.13
C -4.99 0.69 -0.88
N -3.99 1.08 -0.01
C -4.10 1.03 1.45
C -2.93 1.52 -0.71
Se -1.30 2.15 0.04
H -3.08 2.24 -3.91
H -1.83 1.03 -3.50
H -1.77 2.66 -2.79
H -4.99 0.77 -3.09
H -5.93 0.32 -0.53
H -5.15 1.08 1.71
H -3.57 1.86 1.88
H -3.68 0.09 1.82
S 0.17 -0.60 -2.31
C 0.45 -2.30 -2.52
C 0.51 -3.20 -1.45
C 0.74 -4.54 -1.69
C 0.92 -4.99 -3.00
C 0.87 -4.10 -4.06
C 0.63 -2.76 -3.83
H 0.39 -2.85 -0.43
H 0.79 -5.24 -0.86
H 1.10 -6.04 -3.18
H 1.01 -4.45 -5.07
H 0.58 -2.06 -4.65
C 4.07 -4.39 -0.64
C 4.12 -3.42 -1.63
C 3.69 -2.13 -1.36
C 3.21 -1.81 -0.09
C 3.16 -2.78 0.90
C 3.60 -4.07 0.62
As 2.56 -0.03 0.27
C 3.42 0.56 1.88
C 3.19 0.17 3.18
C 3.94 0.74 4.20
C 4.91 1.69 3.90
C 5.13 2.08 2.59
C 4.39 1.52 1.56
C 4.50 1.86 0.12
C 5.37 2.81 -0.42
C 5.36 3.05 -1.78
C 4.50 2.36 -2.63
C 3.62 1.42 -2.10
C 3.64 1.17 -0.74
H 4.42 -5.39 -0.85
H 4.50 -3.66 -2.62
H 3.74 -1.37 -2.14
H 2.81 -2.54 1.89
H 3.58 -4.82 1.40
H 2.43 -0.56 3.42
H 3.78 0.44 5.23
H 5.50 2.13 4.70
H 5.89 2.82 2.37
H 6.05 3.35 0.22
H 6.05 3.78 -2.20
H 4.50 2.56 -3.69
H 2.93 0.90 -2.75
```



# 2
Density functional theory data (ωB97M-V/def2-TZVPD) for C12H30N2NaO4 as an isolated structure in a non-equilibrium geometry.

The value obtained for the energy above the lowest of the compared OMol25 structures with the same formula, charge and spin is 5.4460 eV. Its highest occupied orbital energy is -10.91 eV. As for the multiplicity: 1. The gap between HOMO and LUMO is 6.26 eV. The total charge is +1.

Structure (XYZ):
```
49
C12H30N2NaO4, DFT ωB97M-V/def2-TZVPD
Na -0.71 -0.15 0.79
C -0.46 3.33 -2.21
O -1.17 2.84 -1.04
C -2.51 3.26 -1.08
C -3.31 2.90 -2.41
N -3.52 1.49 -2.54
C -3.95 1.06 -3.87
C -4.12 -0.48 -3.94
O -4.46 -0.74 -5.29
C -4.77 -2.11 -5.54
H -0.63 4.41 -2.23
H -0.79 2.95 -3.17
H 0.61 3.22 -2.08
H -2.70 4.29 -0.77
H -3.05 2.60 -0.41
H -2.86 3.21 -3.35
H -4.35 3.22 -2.40
H -4.13 1.18 -1.80
H -3.01 1.27 -4.39
H -4.87 1.49 -4.27
H -4.80 -0.93 -3.21
H -3.14 -0.92 -3.77
H -5.21 -2.65 -4.70
H -3.91 -2.76 -5.70
H -5.23 -2.13 -6.53
C 2.92 -1.88 -1.11
O 2.80 -1.53 0.34
C 4.02 -1.77 1.04
C 3.76 -2.47 2.37
N 2.84 -1.69 3.25
C 3.45 -0.48 3.85
C 2.67 -0.08 5.16
O 3.06 -0.97 6.28
C 2.74 -0.60 7.59
H 3.08 -2.91 -1.43
H 3.75 -1.32 -1.54
H 2.03 -1.70 -1.73
H 4.47 -0.80 1.25
H 4.69 -2.45 0.52
H 4.66 -2.63 2.96
H 3.31 -3.41 2.06
H 2.19 -2.29 3.72
H 3.67 0.33 3.16
H 4.43 -0.77 4.22
H 1.59 0.01 5.05
H 2.97 0.97 5.27
H 3.41 -1.09 8.29
H 1.69 -0.81 7.78
H 2.84 0.48 7.57
```



# 3
Density functional theory data (ωB97M-V/def2-TZVPD) for C26H44N7OW as an isolated structure.

Its expectation value of S² is 2.037. The value obtained for the energy above the lowest of the compared OMol25 structures with the same formula, charge and spin is 0.2316 eV. Its highest occupied orbital energy (alpha / beta) is -17.65 / -17.56 eV. As for the multiplicity: 3. The gap between HOMO and LUMO (alpha / beta) is 8.65 / 7.36 eV. The total charge is +3.

Structure (XYZ):
```
79
C26H44N7OW, DFT ωB97M-V/def2-TZVPD
W 0.31 -0.12 0.53
C 2.62 -0.62 3.49
C 2.18 0.77 3.05
N 1.98 0.93 1.57
C 3.24 0.71 0.79
C 3.33 -0.70 0.27
N 2.06 -1.12 -0.40
C 2.08 -2.62 -0.54
C 1.02 -3.22 -1.43
C -0.46 -2.88 -1.16
N -0.72 -2.12 0.11
C -0.65 -3.08 1.26
C -0.67 -2.30 2.54
N 0.41 -1.26 2.50
C 1.70 -1.77 3.07
H 2.69 -0.59 4.58
H 3.64 -0.81 3.16
H 2.94 1.49 3.36
H 1.25 1.07 3.53
H 1.78 1.92 1.47
H 4.11 0.93 1.42
H 3.25 1.42 -0.03
H 3.50 -1.41 1.09
H 4.17 -0.80 -0.42
H 2.10 -0.76 -1.35
H 2.04 -3.02 0.47
H 3.06 -2.90 -0.93
H 1.16 -4.30 -1.36
H 1.24 -2.98 -2.47
H -1.05 -3.79 -1.12
H -0.86 -2.28 -1.96
H -1.71 -1.89 0.04
H 0.25 -3.67 1.17
H -1.50 -3.76 1.21
H -0.54 -2.95 3.40
H -1.63 -1.79 2.66
H 0.10 -0.54 3.15
H 2.16 -2.43 2.35
H 1.46 -2.39 3.94
C 0.83 3.27 0.15
C 0.04 2.06 -0.31
C -1.49 2.36 -0.34
C -1.99 3.30 0.76
C -2.02 2.13 -2.51
C -2.31 2.44 -3.93
C -1.97 0.70 -1.93
C -2.90 -0.29 -2.62
C -0.42 0.35 -1.95
C 0.01 -0.40 -3.19
C 0.46 1.31 -1.44
C 1.74 1.61 -2.18
H 0.53 4.14 -0.44
H 1.91 3.18 0.04
H 0.60 3.53 1.19
H -1.70 4.31 0.51
H -1.61 3.07 1.75
H -3.08 3.29 0.78
H -1.66 1.88 -4.61
H -2.18 3.50 -4.11
H -3.34 2.15 -4.18
H -2.73 -0.29 -3.69
H -3.93 0.01 -2.46
H -2.80 -1.32 -2.26
H 0.09 0.31 -4.02
H -0.71 -1.15 -3.51
H 0.98 -0.88 -3.11
H 1.43 2.12 -3.10
H 2.31 0.74 -2.52
H 2.40 2.29 -1.66
N -3.27 0.90 2.82
C -2.43 0.68 1.84
O -1.17 0.67 2.01
C -2.87 0.36 0.45
C -2.21 1.04 -0.50
N -1.74 3.01 -1.63
C -3.59 -0.85 0.28
N -4.05 -1.91 0.21
H -4.26 0.94 2.65
H -2.94 1.09 3.75
```